[1]
Here is one molecule with the formula C5H10N2O from OMol25. Energies are from ωB97M-V/def2-TZVPD.

```
18
Properties=species:S:1:pos:R:3:forces:R:3
C 0.289 1.318 -1.490 0.458 0.105 0.612
C 0.083 0.523 -0.438 -1.265 -1.383 -1.959
C -1.224 -0.333 -0.367 -0.822 1.908 -2.768
C -2.241 0.243 0.604 0.173 -0.772 0.716
O -1.594 -0.974 -1.368 0.734 0.516 1.958
N 0.915 0.016 0.526 -1.676 -3.281 2.051
C 2.355 -0.059 0.334 -0.125 -0.110 0.144
N 0.141 -1.394 0.834 2.093 2.656 -0.808
H -0.522 1.500 -2.188 0.144 -0.050 0.165
H 1.247 1.792 -1.664 -0.059 0.106 -0.031
H -2.967 0.836 0.045 0.094 -0.171 -0.065
H -2.745 -0.581 1.115 -0.270 0.146 -0.079
H -1.776 0.882 1.359 0.048 -0.051 -0.075
H 2.805 -0.691 1.104 -0.196 0.133 -0.115
H 2.629 -0.430 -0.658 -0.053 -0.038 -0.031
H 2.756 0.955 0.454 -0.131 -0.165 -0.052
H 0.280 -2.118 0.128 -0.087 0.341 0.652
H -0.432 -1.483 1.671 0.938 0.110 -0.316
```
Forces are in eV/Å.

As for the SMILES: C=C(C(C)=O)N(C)N. The energy above the lowest of the compared OMol25 structures with the same formula, charge and spin is 91.61 kcal per mole. As for the total energy: -10371.333 eV. The HOMO energy is -8.553 eV.

[2]
Here is one molecule with the formula C5H10N2O from OMol25. Energies are from ωB97M-V/def2-TZVPD.

```
18
Properties=species:S:1:pos:R:3:forces:R:3
C -1.365 -2.094 -0.304 0.073 -1.073 0.017
C -1.636 -0.882 0.138 0.103 0.307 -0.029
C -1.217 0.398 -0.543 -0.313 0.197 -0.069
C 0.240 0.431 -1.024 0.085 0.681 -0.040
N 1.215 -0.143 -0.135 0.206 -0.520 -0.210
C 1.812 0.418 0.954 -0.169 0.543 0.071
N 1.577 1.771 1.138 -0.177 0.101 -0.004
O 2.541 -0.196 1.706 0.030 -0.291 0.037
H -0.823 -2.315 -1.212 0.156 0.415 -0.315
H -1.628 -3.028 0.199 -0.216 0.546 0.218
H -2.167 -0.751 1.071 -0.112 -0.149 0.104
H -1.459 1.255 0.101 0.295 -0.228 0.072
H -1.832 0.570 -1.429 -0.120 -0.072 -0.058
H 0.316 -0.053 -1.997 0.066 -0.253 0.094
H 0.525 1.472 -1.234 -0.086 -0.184 0.023
H 1.366 -1.137 -0.194 0.030 0.041 0.074
H 1.737 2.068 2.087 0.119 0.036 -0.076
H 0.798 2.214 0.679 0.031 -0.099 0.091
```
Forces are in eV/Å.

As for the SMILES: C=CCCNC(N)=O. The energy above the lowest of the compared OMol25 structures with the same formula, charge and spin is 8.81 kcal per mole. As for the total energy: -10374.923 eV. The HOMO energy is -9.560 eV.

[3]
Here is C5H10N2O as an isolated structure from OMol25. Energies are from ωB97M-V/def2-TZVPD.

```
18
Properties=species:S:1:pos:R:3:forces:R:3
C -2.215 0.280 0.242 0.056 -0.120 0.393
C -0.966 -0.373 -0.251 1.655 -0.468 -0.879
C 0.321 0.252 -0.189 -0.716 0.497 -0.113
N 0.527 1.673 -0.200 -0.059 -0.041 0.064
N 2.856 -0.207 0.005 -0.322 0.022 -0.026
C 0.596 -0.601 1.012 0.328 -0.617 0.581
C 1.526 -0.758 -0.112 -0.875 0.321 -0.630
O -1.126 -1.472 -1.065 -0.022 0.207 0.290
H -1.858 -2.020 -0.746 0.117 0.156 -0.002
H -0.035 2.143 -0.900 0.068 -0.081 0.048
H 0.385 2.097 0.709 0.001 -0.078 -0.058
H 2.836 0.621 0.593 -0.059 -0.165 0.026
H 3.197 0.098 -0.903 -0.103 -0.082 0.047
H 0.121 -1.455 1.482 -0.395 0.495 0.295
H 1.469 -1.616 -0.778 0.110 0.039 0.029
H -2.744 0.780 -0.576 0.157 -0.084 0.005
H -2.900 -0.462 0.668 0.049 0.061 -0.028
H -1.989 1.020 1.009 0.011 -0.063 -0.041
```
Forces are in eV/Å.

The energy above the lowest of the compared OMol25 structures with the same formula, charge and spin is 104.33 kcal per mole. As for the total energy: -10370.781 eV. The HOMO energy (spin up / spin down) is -7.426 / -7.426 eV.